Entry 1:
This record from OMol25 describes C3H7NOS2 in the gas phase. The level of theory is ωB97M-V with the def2-TZVPD basis set.

Calculated values
- LUMO: 0.0262 hartree
- HOMO level: -8.096 eV
- Energy above the lowest of the compared OMol25 structures with the same formula, charge and spin: 70.2 kcal/mol
- 2S+1: 1
- Electronic energy: -28430.1984 eV
- Charge: 0

Last column: Mulliken charge in e.
Positions of all 14 atoms, in Å:
S1 -1.34 0.72 0.15  -0.086
S2 -1.69 -1.95 -2.15  -0.107
O1 1.94 0.48 -0.66  -0.528
N1 -0.36 -1.29 -1.50  -0.407
C1 1.22 -0.57 -0.06  -0.481
C2 -0.52 1.38 1.55  -0.795
C3 -0.16 -0.46 -0.62  0.551
H1 0.56 1.48 1.32  0.288
H2 2.06 0.64 -1.64  0.336
H3 1.13 -0.21 0.95  0.283
H4 1.62 -1.63 -0.23  0.242
H5 -0.83 0.73 2.38  0.257
H6 -1.06 2.30 1.65  0.341
H7 -2.58 -1.62 -1.14  0.107

=====

Entry 2:
This record from OMol25 describes 2 unconnected molecules or ions with the total composition C5H11NO. The level of theory is ωB97M-V with the def2-TZVPD basis set.

Calculated values
- LUMO: 0.0281 hartree
- HOMO level: -7.850 eV
- Energy above the lowest of the compared OMol25 structures with the same formula, charge and spin: 83.0 kcal/mol
- 2S+1: 1
- Electronic energy: -8898.0991 eV
- Charge: 0

Last column: Mulliken charge in e.
Positions of all 18 atoms, in Å:
O1 0.21 0.09 3.87  -0.635
N1 1.49 -1.02 0.05  -0.198
C1 -0.42 0.25 -1.04  -0.092
C2 1.51 -2.11 -0.88  -0.806
C3 0.45 -0.01 -0.04  -0.048
C4 -1.17 1.39 -0.70  -0.101
C5 -2.11 2.03 -1.34  -0.935
H1 -0.74 -0.36 -1.97  0.234
H2 2.38 -0.65 0.34  0.246
H3 2.40 -2.88 -0.89  0.284
H4 0.76 -2.75 -0.43  0.300
H5 1.24 -1.77 -1.89  0.252
H6 -0.71 -0.21 3.90  0.322
H7 -2.39 1.89 -2.32  0.340
H8 -2.53 2.99 -0.96  0.225
H9 0.50 0.79 0.72  0.177
H10 -1.25 1.60 0.39  0.119
H11 0.38 0.73 3.21  0.315

=====

Entry 3:
This record from OMol25 describes C28H32BrNO8 in the gas phase. The level of theory is ωB97M-V with the def2-TZVPD basis set.

Calculated values
- LUMO: -0.0008 hartree
- HOMO level: -7.475 eV
- Energy above the lowest of the compared OMol25 structures with the same formula, charge and spin: 1.3 kcal/mol
- 2S+1: 1
- Electronic energy: -117468.4422 eV
- Charge: 0

Last column: Mulliken charge in e.
Positions of all 70 atoms, in Å:
Br1 1.54 0.15 -3.56  -0.175
O1 -3.60 -1.80 -1.11  -0.705
O2 -2.77 0.94 -1.37  -0.668
O3 -1.86 4.47 -1.70  -0.658
O4 -3.54 0.03 -3.24  -0.447
O5 0.51 0.81 1.86  0.127
O6 5.90 -2.25 3.36  -0.451
O7 -1.21 0.20 -4.67  -0.731
O8 -2.17 3.07 -3.42  -0.262
N1 -0.16 -1.89 1.17  0.334
C1 -3.99 3.39 -1.95  -0.679
C2 1.11 -1.20 -0.70  -1.341
C3 -1.27 -1.48 -0.90  -0.192
C4 -2.55 -1.43 -1.61  -0.088
C5 4.71 -2.18 2.71  0.819
C6 2.62 -3.04 1.90  -0.495
C7 3.82 -3.23 2.57  -0.637
C8 -0.32 -2.02 2.61  -0.980
C9 0.08 2.13 1.52  0.272
C10 -2.91 -2.16 -3.97  -2.098
C11 -0.02 2.19 0.00  -0.738
C12 -4.48 2.10 -2.61  -0.515
C13 -1.27 -1.83 0.42  -0.479
C14 -2.53 -0.98 -3.07  1.841
C15 4.39 -0.93 2.16  -0.840
C16 -0.81 -0.71 3.24  -0.677
C17 3.21 -0.75 1.48  -0.500
C18 -2.56 3.71 -2.33  0.799
C19 -0.05 -1.05 -1.51  1.640
C20 6.31 -3.48 3.91  -0.852
C21 2.30 -1.80 1.35  -0.845
C22 -0.83 3.25 -3.86  -0.532
C23 -0.05 -0.54 -2.78  0.222
C24 0.26 0.39 3.18  -0.936
C25 -1.21 -0.37 -3.60  -0.294
C26 1.06 3.17 2.05  -1.616
C27 -3.51 0.98 -2.32  0.792
C28 1.05 -1.61 0.59  0.606
H1 0.63 -2.30 3.06  0.391
H2 1.95 -3.88 1.78  0.495
H3 4.04 -4.21 2.97  0.426
H4 -2.15 -2.94 -3.89  0.364
H5 -1.70 -0.36 2.71  0.316
H6 7.28 -3.29 4.35  0.245
H7 -0.07 1.23 3.81  0.652
H8 -2.97 -1.81 -4.99  0.472
H9 2.08 -0.98 -1.13  0.668
H10 -0.29 3.19 -0.31  0.569
H11 -2.21 -2.08 0.89  0.604
H12 -0.77 1.50 -0.36  -0.177
H13 -0.15 3.18 -3.01  0.159
H14 -4.58 2.20 -3.69  0.248
H15 1.20 0.01 3.60  0.251
H16 -4.62 4.23 -2.25  0.386
H17 0.70 4.17 1.79  0.434
H18 -0.92 2.31 1.95  0.327
H19 -5.46 1.81 -2.20  0.313
H20 -0.64 2.45 -4.57  0.256
H21 6.40 -4.25 3.14  0.347
H22 1.16 3.11 3.13  0.436
H23 -3.87 -2.56 -3.65  0.449
H24 2.04 3.02 1.60  0.321
H25 2.95 0.21 1.06  0.475
H26 -1.07 -0.90 4.28  0.512
H27 -0.72 4.23 -4.33  0.304
H28 0.94 1.92 -0.44  0.276
H29 5.62 -3.81 4.69  0.333
H30 -4.03 3.31 -0.87  0.220
H31 5.10 -0.13 2.27  0.466
H32 -1.06 -2.81 2.80  0.440

=====

Entry 4:
This record from OMol25 describes C21H22N2O4 in the gas phase. The level of theory is ωB97M-V with the def2-TZVPD basis set.

Calculated values
- LUMO: -0.0009 hartree
- HOMO level: -8.571 eV
- Energy above the lowest of the compared OMol25 structures with the same formula, charge and spin: 41.5 kcal/mol
- 2S+1: 1
- Electronic energy: -33304.6207 eV
- Charge: 0

Last column: Mulliken charge in e.
Positions of all 49 atoms, in Å:
O1 3.02 -2.79 -2.06  -0.511
O2 2.00 -0.44 -1.33  -0.833
O3 2.79 -4.10 -3.82  -0.598
O4 2.96 4.25 2.25  -0.457
N1 -0.06 -0.54 -0.50  0.927
N2 -1.41 -0.58 -0.62  -0.989
C1 2.39 0.64 1.78  -0.798
C2 -4.23 -0.69 -0.39  -0.362
C3 0.51 -1.72 -3.68  -0.627
C4 1.12 3.06 1.44  -0.919
C5 -5.31 -1.03 2.14  -0.772
C6 2.65 -3.02 -3.31  0.440
C7 0.18 -0.43 -2.91  -0.567
C8 -3.38 -0.80 0.72  0.677
C9 2.41 3.04 1.95  0.882
C10 -3.94 -0.97 1.99  -0.433
C11 -6.15 -0.92 1.04  -0.371
C12 0.79 -0.46 -1.53  0.768
C13 -5.60 -0.75 -0.22  -0.665
C14 -0.94 -0.82 1.66  -1.035
C15 4.28 4.29 2.74  -0.850
C16 0.47 1.89 1.11  -0.176
C17 1.10 0.66 1.28  -0.007
C18 -1.95 -0.73 0.54  0.264
C19 2.01 -1.85 -4.04  -0.659
C20 3.05 1.81 2.12  -0.435
C21 0.39 -0.61 0.91  -0.558
H1 -0.08 -1.73 -4.59  0.368
H2 -6.25 -0.67 -1.08  0.384
H3 2.82 -1.87 -1.76  0.439
H4 -3.79 -0.56 -1.36  0.461
H5 -7.22 -0.97 1.16  0.391
H6 0.64 4.02 1.31  0.436
H7 -3.30 -1.06 2.86  0.351
H8 -0.99 -1.79 2.15  0.480
H9 4.50 5.34 2.89  0.245
H10 4.05 1.75 2.51  0.402
H11 2.90 -0.30 1.91  0.374
H12 4.99 3.87 2.03  0.345
H13 -1.10 -0.04 2.41  0.427
H14 -5.74 -1.17 3.13  0.385
H15 4.37 3.76 3.70  0.339
H16 -0.90 -0.33 -2.82  0.218
H17 0.20 -2.58 -3.09  0.392
H18 -0.53 1.94 0.71  0.420
H19 2.54 -0.93 -3.78  0.417
H20 2.12 -2.03 -5.11  0.350
H21 0.58 0.42 -3.45  0.366
H22 1.07 -1.46 1.01  0.676